Here is 13 unconnected molecules or ions with the total composition C44H68NO37P at a distorted geometry from the OMol25 dataset. Energies are from the ωB97M-V functional and the def2-TZVPD basis.

The charge is -2. The HOMO energy is -3.509 eV. The total energy comes out at -4897.71185 Eh. The HOMO-LUMO gap comes out at 0.23844 hartree. Its LUMO energy is 2.98 eV.

Geometry as XYZ:
```
151
Properties=species:S:1:pos:R:3:forces:R:3:lowdin_charge:R:1
C -0.408865 -6.426095 -0.618047 -0.417 1.011 -0.411 -0.0674
C -0.051273 -5.884359 -2.026243 -0.871 -1.378 1.160 -0.2445
C 0.361210 -4.465705 -2.082831 0.220 0.697 -0.041 -0.1887
C 1.066514 -4.230977 -3.393752 0.096 -0.133 -0.222 -0.1349
N 0.997753 -2.847498 -3.909124 -0.077 0.162 -1.118 -0.2137
C 2.020411 -2.608174 -5.017631 -0.019 3.389 2.048 -0.0378
C 2.110208 -1.015796 -5.137793 -2.157 -0.955 1.132 -0.0801
C 1.780199 -0.468587 -3.670445 0.063 -3.577 -1.098 -0.0299
C 1.353921 -1.826231 -2.903149 -0.325 1.925 -0.658 -0.0666
C -0.421324 -2.539770 -4.402752 0.897 -1.413 -0.278 -0.0982
C -1.020322 -3.624664 -5.253196 0.334 -1.618 -0.903 -0.2313
C -2.204390 -3.099746 -6.054804 0.647 -0.093 -1.405 -0.0914
H -0.389466 -7.479703 -0.753269 -0.093 -1.086 0.486 0.0548
H -1.417904 -6.132692 -0.259754 0.528 -0.026 -0.421 0.0899
H 0.290105 -6.126926 0.154926 0.301 -0.089 0.022 0.0545
H -0.962383 -6.070607 -2.605966 0.278 0.177 -0.424 0.1138
H 0.743442 -6.525631 -2.428361 -0.062 0.067 -0.019 0.1148
H 1.038658 -4.224206 -1.273661 0.362 -0.075 0.299 0.1158
H -0.467029 -3.806644 -1.908283 -0.640 0.258 -0.266 0.0906
H 0.724470 -4.895101 -4.180730 -0.462 0.075 -0.067 0.1159
H 2.083760 -4.543882 -3.278629 0.968 0.335 0.135 0.1351
H 1.711239 -3.080902 -5.878599 -0.372 -1.211 -1.855 0.0918
H 2.991413 -2.873185 -4.632762 0.171 -0.805 0.042 0.1325
H 1.363184 -0.606060 -5.840145 0.235 -0.325 0.274 0.1097
H 3.048019 -0.702099 -5.489359 1.392 0.215 -0.350 0.0882
H 1.063852 0.296494 -3.789758 -0.966 0.638 0.534 0.0806
H 2.659957 -0.134867 -3.172764 0.545 0.583 0.261 0.0880
H 0.543453 -1.777684 -2.199518 -0.181 0.680 0.365 0.0973
H 2.223833 -2.182073 -2.424628 0.991 -0.404 0.689 0.1037
H -0.282646 -1.681147 -5.009792 -0.372 1.059 -0.167 0.0971
H -1.075065 -2.395466 -3.574409 -0.097 0.650 0.795 0.1200
H -1.370194 -4.548576 -4.704175 0.502 1.089 -0.151 0.1247
H -0.234194 -4.001816 -5.976743 -0.816 0.325 0.545 0.1203
H -1.903101 -2.249728 -6.693611 -0.085 -0.216 0.393 0.0834
H -3.024637 -2.763607 -5.447765 -0.366 -0.005 0.352 0.0741
H -2.512639 -3.896590 -6.758242 -0.214 0.340 0.468 0.0776
P -0.160700 0.907435 0.456915 0.157 -0.064 -0.092 0.0204
O -1.635125 1.402979 0.517679 -0.513 -0.547 0.139 -0.4072
O 0.701528 2.173328 0.644948 1.016 0.374 -0.104 -0.4201
O 0.124213 0.186535 -0.900298 -0.123 0.113 0.118 -0.4014
O 0.185767 -0.082207 1.619544 -0.249 -0.320 0.189 -0.3965
C 3.224783 1.687580 2.951945 0.431 -0.095 -0.125 -0.0588
C 2.522870 0.581373 3.755929 0.601 0.148 -0.272 -0.1201
O 3.470810 -0.503577 3.661922 0.747 -0.949 -0.469 -0.0001
C 4.646628 -0.128376 3.052565 -2.692 1.459 1.045 -0.6401
O 5.599363 -0.787315 2.904977 1.724 -1.995 -0.229 0.1639
O 4.563513 1.136196 2.694718 -0.614 1.021 -0.616 0.0467
H 3.441901 2.584381 3.524145 -0.486 0.145 -0.219 0.1187
H 2.678804 1.866021 1.997739 0.445 0.112 0.509 0.1151
H 1.590513 0.302250 3.184122 0.657 0.221 0.954 0.0871
H 2.507743 0.799180 4.851664 -0.772 -0.004 -0.927 0.1460
C -5.248836 1.121189 2.294963 1.682 1.246 0.468 -0.1265
C -4.776124 0.981318 0.855363 -0.493 0.256 1.106 -0.0891
O -5.504044 2.033309 0.191101 0.745 -0.672 -0.905 0.0790
C -6.554547 2.349887 0.908190 0.249 1.337 2.108 -0.5893
O -7.356113 3.187734 0.644678 -0.724 -0.263 -0.542 0.1467
O -6.460898 1.790324 2.158803 -1.732 0.389 -0.534 0.0520
H -4.539473 1.773478 2.879392 -0.603 -0.474 -0.482 0.1366
H -5.390337 0.235945 2.873506 -0.080 -0.876 0.025 0.1249
H -5.082461 0.048954 0.456574 -0.061 -0.956 -0.667 0.1142
H -3.733183 1.174700 0.821091 1.169 0.021 -0.670 0.0766
C -2.978316 1.508925 -2.296471 0.245 -0.388 -0.302 -0.0596
C -3.004144 -0.022531 -2.117620 -0.639 -0.222 0.529 -0.0718
O -2.572119 -0.551849 -3.413677 -0.108 0.767 0.963 0.0414
C -2.107786 0.462979 -4.162832 -0.229 -0.655 -1.497 -0.5555
O -1.662425 0.240478 -5.285980 -0.274 0.930 1.777 0.0818
O -2.300802 1.657432 -3.588735 0.037 -0.394 -0.170 0.0597
H -2.398610 2.032231 -1.531351 0.155 -0.524 -0.018 0.0890
H -3.966867 1.960844 -2.338971 -0.081 -0.029 -0.378 0.1235
H -4.006054 -0.471408 -1.870089 0.895 0.649 -0.526 0.1360
H -2.294331 -0.297609 -1.334325 0.213 0.075 -0.334 0.0867
C -0.858531 -2.437722 4.858981 -0.112 1.168 -1.002 -0.0768
C 0.299098 -1.408676 4.812910 -0.928 -0.365 -1.646 -0.1391
O 0.074476 -0.605845 5.923033 0.057 0.642 1.079 0.0553
C -0.746192 -1.245994 6.762515 0.462 0.345 0.896 -0.6037
O -0.832876 -0.987248 7.918521 -0.457 0.221 0.481 0.1572
O -1.397941 -2.222579 6.149222 -0.568 -0.877 0.258 0.0803
H -0.615820 -3.472064 4.706499 0.369 -0.397 0.124 0.1215
H -1.609828 -2.148807 4.106989 0.129 -0.192 0.341 0.1135
H 0.181764 -0.771082 3.944269 0.217 -0.239 -0.488 0.0850
H 1.286045 -1.805892 4.865029 0.740 -0.532 -0.010 0.1192
C 1.916479 -2.759042 2.088261 0.115 -2.460 -1.055 -0.0427
C 2.963470 -3.600222 1.271209 -2.606 1.790 -1.128 -0.0850
O 2.635219 -4.957872 1.579912 0.588 0.650 -0.281 0.0599
C 1.496332 -5.002634 2.301200 0.376 -0.224 0.446 -0.6101
O 1.148773 -6.012409 2.842349 -0.565 0.304 -0.267 0.1335
O 0.894597 -3.803746 2.355473 0.381 0.267 0.122 0.0300
H 1.429995 -1.917202 1.614579 -0.103 0.397 -0.134 0.0966
H 2.389880 -2.548703 2.998183 0.196 0.755 1.484 0.0860
H 3.943976 -3.296130 1.509796 1.278 -0.271 0.570 0.1144
H 2.796728 -3.304454 0.215803 0.181 -0.987 0.191 0.1124
C -1.656294 1.361197 3.900248 -1.306 1.156 0.007 -0.0647
C -0.401569 2.155768 3.797456 0.951 0.691 0.774 -0.0952
O -0.809065 3.537037 4.041162 -0.605 -0.743 -0.641 0.0475
C -2.121765 3.541603 4.397229 1.311 -0.101 1.462 -0.6166
O -2.690013 4.542127 4.697869 -0.664 0.345 -0.278 0.1438
O -2.586323 2.296183 4.572589 0.262 -0.215 -0.732 0.0604
H -1.580371 0.523404 4.543762 0.091 -0.809 0.418 0.1032
H -2.096240 1.139146 2.954711 -0.071 -0.390 -0.845 0.0945
H 0.159719 2.097314 2.874723 -0.285 -0.073 -0.496 0.0820
H 0.240926 1.867427 4.622768 0.309 0.167 0.238 0.1197
C 1.872001 3.498849 -1.775996 -2.274 1.948 -3.307 -0.0787
C 0.645324 3.268069 -2.706258 -0.197 0.233 -1.342 -0.0643
O 1.109480 3.582868 -4.092376 2.513 0.000 1.021 0.0178
C 2.459568 3.287637 -4.080789 -0.657 -1.392 -0.333 -0.4920
O 3.097927 2.937192 -5.066698 -1.027 1.342 2.418 0.0951
O 2.925862 3.235625 -2.760191 0.063 0.260 -0.755 -0.0060
H 1.797083 2.903996 -0.903693 0.447 -1.187 0.864 0.0571
H 1.775084 4.583107 -1.495607 0.905 -0.784 -0.260 0.1375
H -0.207652 3.919269 -2.597113 -0.101 0.213 0.601 0.1152
H 0.282024 2.272085 -2.897439 0.022 -0.654 1.159 0.0956
C -2.496019 4.594536 1.230276 1.184 -0.635 -0.919 -0.0887
C -1.402630 4.280602 0.238328 0.075 1.251 -1.143 -0.0375
O -0.706434 5.654432 0.288437 0.776 -1.384 -0.848 0.0133
C -1.540940 6.596513 0.705888 -0.099 -0.144 -1.383 -0.6169
O -1.301620 7.784470 0.698110 -0.509 -1.154 0.421 0.1139
O -2.705818 5.989394 0.964243 -1.549 0.735 1.392 0.0739
H -2.187368 4.396671 2.240067 0.156 0.493 0.414 0.0993
H -3.339365 3.978520 1.017910 -1.021 0.115 -0.195 0.1211
H -1.846354 4.035308 -0.791421 0.692 1.055 1.175 0.1340
H -0.627984 3.539051 0.401501 0.034 -0.221 0.626 0.0539
C 1.068381 6.392735 2.299310 -0.525 -0.003 1.729 -0.0711
C 1.513530 4.977179 1.898436 -1.422 0.364 0.997 -0.1018
O 2.586860 4.726258 2.784240 0.423 -1.321 -0.094 0.0584
C 2.848192 5.722218 3.596308 -0.167 1.382 0.397 -0.5793
O 3.632782 5.656271 4.503917 -0.311 0.374 -0.415 0.1243
O 2.115215 6.833254 3.239384 0.026 -1.208 0.070 0.0458
H 0.092331 6.410678 2.850349 0.867 -0.200 -0.275 0.1435
H 0.985034 7.144590 1.544657 0.227 0.121 -0.685 0.1056
H 1.846185 4.943562 0.910041 0.747 -0.106 -1.561 0.0970
H 0.766157 4.169653 2.010819 0.337 0.625 0.046 0.1055
C -1.362469 -2.400198 0.102395 -0.298 -0.244 -0.320 -0.1040
C -2.228792 -1.677677 1.096562 -0.911 -0.067 0.134 -0.0844
O -3.586379 -2.144285 0.722729 0.273 0.104 0.034 0.0331
C -3.575168 -2.645095 -0.535728 0.000 -0.006 1.560 -0.6167
O -4.583360 -2.869445 -1.146312 0.567 -0.111 -0.337 0.1195
O -2.309425 -2.880306 -0.909378 -0.202 -0.299 -0.361 0.0181
H -0.869179 -3.244334 0.595205 0.052 -0.018 -0.521 0.1194
H -0.725649 -1.717487 -0.442628 0.687 0.235 0.289 0.0762
H -2.237489 -0.595718 0.956083 0.286 0.005 0.282 0.0705
H -1.986694 -1.990804 2.127952 -0.438 0.341 -0.587 0.1123
C 3.337171 -0.211713 -0.271198 -2.742 -0.255 1.074 -0.0804
C 4.058949 1.045405 -0.725052 1.490 -1.538 -0.124 -0.0213
O 5.010525 0.477485 -1.717633 -0.724 0.478 1.297 0.0744
C 4.878514 -0.846010 -1.718240 2.169 -0.170 -1.362 -0.6572
O 5.677281 -1.533598 -2.293000 -0.104 -0.639 -0.389 0.1155
O 3.835692 -1.319253 -1.076484 -0.569 0.968 1.221 0.0389
H 2.219971 -0.188904 -0.346309 0.640 0.269 -0.591 0.1044
H 3.446119 -0.414401 0.804992 0.698 -0.205 -0.393 0.1139
H 4.628632 1.449595 0.127375 -0.208 0.243 -0.636 0.1360
H 3.505022 1.737439 -1.299602 -0.681 0.669 0.031 0.0795
```
Forces are in eV/Å.